Density functional theory data (the ωB97M-V functional and the def2-TZVPD basis) for the ion C8H5O6S with charge -1.

Geometry as XYZ:
```
20
C8H5O6S the ωB97M-V functional and the def2-TZVPD basis
O -1.5681 -0.6740 -2.3567
C -2.2834 -0.1743 -1.4753
O -3.2696 -1.0718 -0.9591
C -2.7963 -1.3695 0.2980
O -2.9429 -2.7557 0.6554
C -1.6715 -2.2772 0.5057
C -0.3604 -2.1996 0.3988
C 0.3803 -1.0041 0.0369
C 0.2961 0.2920 -0.3071
C -0.6990 1.4036 -0.4593
C -2.1078 1.0892 -0.8513
S -3.2371 1.1457 0.4051
O -2.8033 2.0907 1.4417
O -4.5713 1.3749 -0.0390
O -3.0846 -0.3868 1.1722
H 0.2377 -3.0848 0.3668
H 1.4246 -1.2854 0.0542
H 1.2778 0.7672 -0.3627
H -0.8372 1.6422 0.7112
H -0.3449 2.1999 -0.9810
```

Properties
**Structure (SMILES)**: O=C1O[C@@]23O/C2=C/C=C\CC1=[S@@](=O)([O-])O3
**Maximum force**: 5.5 eV/Å
**2S+1**: 1
**ΔE to the lowest compared entry with this formula, charge and spin**: 1.158 eV
**Net charge**: -1

Here are the Mulliken charges for atoms 1 to 4, given in e:
1 O -0.6473
2 C 0.4818
3 O -0.4759
4 C 1.5047

---

Density functional theory data (the ωB97M-V functional and the def2-TZVPD basis) for the molecule BrH2PS2.

Geometry as XYZ:
```
6
BrH2PS2 the ωB97M-V functional and the def2-TZVPD basis
S -0.5705 -1.5951 0.3522
P 0.1656 0.0225 -0.8566
S -0.6840 1.8629 0.1014
Br 2.3024 0.2308 -0.2880
H -0.8665 -2.1684 -0.7046
H -0.3470 1.6473 1.3956
```

Properties
**Structure (SMILES)**: SP(S)Br
**Maximum force**: 3.7 eV/Å
**2S+1**: 1
**ΔE to the lowest compared entry with this formula, charge and spin**: 0.000 eV

Here are the Mulliken charges for atoms 1 to 4, given in e:
1 S -0.1707
2 P 0.2233
3 S -0.2485
4 Br -0.1121

---

Density functional theory data (the ωB97M-V functional and the def2-TZVPD basis) for a cluster of 10 separate species, C16H54N18O10 in total.

Geometry as XYZ:
```
98
C16H54N18O10 the ωB97M-V functional and the def2-TZVPD basis
C 0.6424 2.3027 2.4769
O 1.2289 1.6509 1.3655
C 2.0270 2.5939 0.6282
C 2.7628 1.9092 -0.5099
C 3.9303 1.1074 0.0050
N 3.2331 2.8843 -1.5026
H -0.1146 1.6583 2.9106
H 0.1929 3.2381 2.1224
H 1.3871 2.6778 3.1880
H 1.3773 3.3911 0.2459
H 2.7000 3.1680 1.2758
H 2.0447 1.2704 -1.0378
H 4.3262 0.4160 -0.7354
H 3.5264 0.5124 0.8338
H 4.6794 1.7433 0.4759
H 2.4750 3.5596 -1.6287
H 3.2353 2.3845 -2.3843
C 1.0038 5.8785 -2.1790
O 0.7598 4.4779 -2.1612
C -0.6120 4.1708 -1.8957
C -0.8184 2.6745 -1.6414
C -0.4783 1.8910 -2.9115
N -2.2559 2.5715 -1.3423
H 1.9580 6.1422 -2.6224
H 0.9230 6.2750 -1.1606
H 0.1740 6.4038 -2.6639
H -0.9518 4.7251 -1.0173
H -1.0966 4.4848 -2.8253
H -0.3500 2.2963 -0.7346
H 0.5299 2.1129 -3.2730
H -1.1939 2.0749 -3.7146
H -0.4758 0.8148 -2.7289
H -2.7291 2.4768 -2.2443
H -2.4868 1.6120 -1.0680
N 1.0813 -1.0382 0.1900
C -0.2552 -1.3877 0.0773
N -1.0524 -0.3529 0.3981
O -0.5914 -2.5246 -0.2388
H 1.8130 -1.6575 -0.1664
H 1.2367 -0.0810 0.4994
H -0.7063 0.5466 0.6830
H -2.0476 -0.4420 0.6079
N -2.7590 2.5324 2.2462
C -3.2479 3.5920 2.9636
N -3.5111 3.2925 4.2468
O -3.4104 4.7121 2.4851
H -2.4416 1.6674 2.6437
H -2.5937 2.6708 1.2616
H -3.8896 3.9195 4.9279
H -3.3491 2.3329 4.4975
N -4.7968 -0.6446 -3.6951
C -4.3731 -0.7574 -2.4097
N -3.2444 -1.5256 -2.3077
O -4.9496 -0.2338 -1.4626
H -4.3258 -1.1337 -4.4295
H -5.5898 -0.0541 -3.8712
H -2.8276 -1.6533 -1.4003
H -2.7806 -1.8992 -3.1115
N 0.2836 -5.0590 -0.4210
C -0.5321 -5.9034 0.2793
N -1.5210 -5.2810 0.9417
O -0.3463 -7.1236 0.2626
H 0.0873 -4.0529 -0.4620
H 1.0395 -5.5061 -0.9048
H -2.2466 -5.8610 1.3235
H -1.7170 -4.3085 0.7659
N -5.1243 -2.0919 1.0309
C -4.0407 -1.7403 1.7840
N -3.5949 -2.7371 2.5824
O -3.4911 -0.6313 1.6686
H -5.1831 -1.6119 0.1409
H -5.3797 -3.0605 1.0689
H -4.1028 -3.6002 2.5539
H -2.9169 -2.5970 3.3379
N 5.1688 -2.7257 0.0934
C 3.8653 -3.0751 0.0848
N 3.5152 -3.9563 1.0538
O 3.0659 -2.6815 -0.7765
H 5.4697 -2.3900 -0.8108
H 5.8184 -2.9433 0.8204
H 2.7213 -4.5546 0.8855
H 4.2440 -4.2371 1.6795
N 4.7471 -0.7688 -5.1220
C 4.3068 -1.6441 -4.1899
N 3.3879 -1.1530 -3.3173
O 4.8047 -2.7668 -4.0850
H 4.3710 0.1604 -5.0654
H 5.4807 -0.9931 -5.7637
H 3.1354 -1.6429 -2.4713
H 3.0164 -0.2374 -3.4855
N -0.0999 -1.3148 5.9487
C -0.5816 -1.6185 4.7229
N 0.0486 -1.0173 3.7036
O -1.6688 -2.2120 4.6333
H 0.7565 -0.7986 6.0139
H -0.5465 -1.8057 6.7030
H -0.0799 -1.3914 2.7774
H 0.8971 -0.4979 3.8341
```

Properties
**Structure (SMILES)**: COC[C@H](C)N.COC[C@H](C)N.NC(N)=O.NC(N)=O.NC(N)=O.NC(N)=O.NC(N)=O.NC(N)=O.NC(N)=O.NC(N)=O
**Maximum force**: 2.8 eV/Å
**2S+1**: 1
**ΔE to the lowest compared entry with this formula, charge and spin**: 1.545 eV

Here are the Mulliken charges for atoms 1 to 4, given in e:
1 C -0.8781
2 O -0.4332
3 C -1.2904
4 C 1.4188